Record 1
The following is a quantum chemistry calculation of C22H29ClN4O2S2 in the gas phase, from the OMol25 dataset.

Each line ends with the Löwdin charge.
Geometry (Å):
1 O -4.0519 -2.8704 1.5091  0.06
2 C -3.5208 -2.7653 0.4227  -0.49
3 C -2.0339 -3.0794 0.2072  -0.11
4 N -1.3200 -1.8428 0.4557  0.00
5 C -1.1674 -0.8662 -0.4649  -0.77
6 S -1.4903 -1.1816 -2.0727  0.73
7 N -0.7355 0.3481 -0.0582  -0.11
8 C -0.3320 1.3556 -1.0182  -0.20
9 C 1.1848 1.5539 -1.0690  -0.14
10 C 1.9232 0.2826 -1.4947  -0.20
11 N 3.2403 0.2156 -0.8876  -0.17
12 C 3.8378 -1.1021 -1.0248  -0.17
13 C 5.1666 -1.1281 -0.2709  -0.19
14 O 6.0564 -0.1519 -0.7570  -0.13
15 C 5.4784 1.1273 -0.6573  -0.19
16 C 4.1581 1.2075 -1.4226  -0.16
17 C -0.5457 0.6917 1.3394  -0.16
18 C 0.7893 0.3003 1.8985  -0.49
19 C 1.7002 1.1165 2.4963  -0.13
20 C 2.8648 0.4378 2.9183  -0.18
21 C 2.8266 -0.8859 2.6314  -0.41
22 S 1.3695 -1.3336 1.8432  1.05
23 N -4.1218 -2.2771 -0.6807  0.06
24 C -5.3048 -1.4383 -0.5673  -0.12
25 C -4.8229 -0.0407 -0.2700  -0.21
26 C -4.6081 0.3524 1.0455  -0.03
27 C -3.9984 1.5609 1.3306  -0.11
28 C -3.5983 2.3781 0.2866  -0.68
29 Cl -2.7910 3.8733 0.6379  0.68
30 C -3.8189 2.0137 -1.0308  -0.11
31 C -4.4275 0.8019 -1.3014  -0.04
32 H -1.8307 -3.4142 -0.8108  0.09
33 H -1.6940 -3.8224 0.9287  0.13
34 H -1.2242 -1.6124 1.4328  0.09
35 H -0.6977 1.0444 -1.9983  0.06
36 H -0.8135 2.2998 -0.7486  0.09
37 H 1.5505 1.8453 -0.0840  0.10
38 H 1.3893 2.3690 -1.7640  0.12
39 H 1.9699 0.2187 -2.5950  0.13
40 H 1.3702 -0.5906 -1.1401  0.09
41 H 4.0167 -1.3574 -2.0844  0.13
42 H 3.1610 -1.8451 -0.5967  0.11
43 H 4.9732 -0.9510 0.7982  0.11
44 H 5.6651 -2.0904 -0.3991  0.13
45 H 5.2913 1.3693 0.4006  0.12
46 H 6.2077 1.8271 -1.0685  0.12
47 H 4.3497 1.0378 -2.4976  0.13
48 H 3.7293 2.2018 -1.2945  0.12
49 H -1.3608 0.2557 1.9324  0.12
50 H -0.6424 1.7783 1.4193  0.12
51 H 1.5444 2.1715 2.6383  0.12
52 H 3.6897 0.9194 3.4116  0.10
53 H 3.5597 -1.6402 2.8380  0.06
54 H -3.5219 -2.0789 -1.4791  0.03
55 H -5.8606 -1.4856 -1.5048  0.12
56 H -5.9127 -1.8289 0.2506  0.12
57 H -4.9029 -0.3033 1.8510  0.12
58 H -3.8280 1.8642 2.3521  0.11
59 H -3.5052 2.6612 -1.8343  0.11
60 H -4.5794 0.5029 -2.3276  0.12

Atomic forces in eV per Å
-0.1 0.1 0.4
0.4 -0.4 -0.3
-0.3 -0.1 0.0
0.1 0.3 0.4
-0.1 0.2 -0.1
0.1 -0.3 -1.0
-0.1 -0.3 0.1
0.2 0.5 -0.5
-0.1 -0.2 -0.1
0.0 0.1 0.2
0.1 -0.1 -0.1
0.3 0.0 0.2
-0.3 -0.3 0.0
0.2 0.0 -0.1
-0.2 0.3 -0.1
0.2 0.0 0.3
-0.1 -0.1 0.2
0.1 -0.2 0.1
-0.3 -0.1 -0.1
0.2 -0.2 0.1
-0.2 -0.1 0.0
0.2 0.5 0.2
-0.3 -0.2 -0.4
0.1 0.0 0.2
-0.1 0.0 0.0
0.0 0.0 0.0
0.1 0.1 0.0
-0.1 -0.2 0.0
0.1 0.2 0.0
0.0 0.1 0.0
-0.1 0.0 0.2
0.0 0.0 0.2
-0.1 0.1 0.0
0.0 0.0 0.0
0.0 0.2 0.2
0.0 -0.1 0.0
0.1 0.1 0.0
0.0 0.1 0.0
0.0 -0.1 0.0
0.0 0.0 -0.1
0.0 0.0 0.0
0.0 0.0 0.0
0.0 -0.1 -0.1
-0.1 0.0 0.0
0.0 0.0 -0.1
-0.1 0.0 0.1
0.0 0.0 0.0
0.0 0.1 0.0
0.0 0.2 -0.1
-0.1 -0.1 0.0
-0.1 0.2 0.0
0.2 0.1 0.1
0.2 -0.1 0.1
0.1 -0.1 0.2
0.0 0.0 0.1
0.0 0.1 -0.2
0.0 -0.1 0.1
0.0 0.1 0.1
0.0 0.1 -0.1
0.0 0.0 -0.1

The calculation puts the total energy at -67533.7854 eV. The HOMO-LUMO gap comes out at 8.939 eV. The HOMO energy comes out at -0.310 Ha. The value obtained for the LUMO energy is 0.5 eV.

***

Record 2
The following is a quantum chemistry calculation of C28H25N9O2S5Ti as an isolated structure, from the OMol25 dataset.

Each line ends with the Löwdin charge.
Geometry (Å):
1 Ti 0.4542 -0.0883 0.1961  0.87
2 N 3.0394 -0.1128 3.5073  0.14
3 C 2.4161 -0.3917 2.3680  -0.78
4 S 0.7519 -0.9219 2.4264  0.73
5 N 3.0767 -0.3439 1.2322  0.05
6 N 2.3344 -0.6221 0.1540  -0.21
7 C 2.8130 -1.1266 -0.9346  -0.11
8 C 1.8136 -1.4940 -1.9247  -0.38
9 C 2.1080 -2.1800 -3.0969  -0.01
10 C 1.0867 -2.4775 -3.9745  0.00
11 C -0.2094 -2.0866 -3.6528  -0.01
12 C -0.4326 -1.4372 -2.4583  -0.08
13 N 0.5486 -1.1622 -1.5888  -0.03
14 H 2.5652 -0.2283 4.3859  0.11
15 H 4.0238 0.1042 3.5013  0.13
16 H 3.8666 -1.3583 -1.0403  0.16
17 H 3.1316 -2.4451 -3.3189  0.14
18 H 1.2937 -2.9816 -4.9078  0.13
19 H -1.0356 -2.2935 -4.3161  0.13
20 H -1.4307 -1.1199 -2.1859  0.12
21 C -3.4035 -1.9823 0.5633  0.01
22 C -2.0404 -1.8803 0.5018  -0.11
23 N -1.4269 -0.6971 0.2705  -0.10
24 C -2.1807 0.4133 0.1815  -0.05
25 C -3.5815 0.4009 0.3004  -0.15
26 C -4.1899 -0.8333 0.4576  0.05
27 C -4.3377 1.6741 0.2815  -0.01
28 C -4.1036 2.8057 0.9745  0.00
29 C -3.1883 3.0946 2.0948  -0.27
30 C -3.2119 4.3747 2.6497  0.01
31 C -2.3645 4.6252 3.7153  -0.10
32 N -1.6463 3.6671 4.2797  0.10
33 C -1.7440 2.4643 3.7397  -0.19
34 N -2.4147 2.1498 2.6398  0.14
35 H -3.8599 -2.9503 0.7079  0.13
36 H -1.3913 -2.7397 0.6024  0.05
37 H -1.6945 1.3391 -0.1069  0.09
38 H -5.2676 -0.9043 0.5154  0.14
39 H -5.2040 1.6743 -0.3683  0.12
40 H -4.7517 3.6473 0.7650  0.12
41 H -3.8672 5.1415 2.2626  0.12
42 H -2.2683 5.6110 4.1548  0.12
43 H -1.2363 1.6611 4.2497  0.11
44 O 0.8444 1.6721 1.1471  -0.40
45 S 0.6255 2.5994 0.0009  0.74
46 O -0.6940 3.1445 -0.0266  -0.24
47 N 0.9386 1.5130 -1.2041  -0.17
48 C 2.0450 1.9264 -1.8945  -0.74
49 S 2.9805 1.0049 -2.8832  0.90
50 C 2.4149 3.3228 -1.6014  -0.24
51 C 3.2273 4.1459 -2.3641  0.00
52 C 3.3534 5.4750 -1.9845  -0.01
53 C 2.7341 5.9567 -0.8359  -0.02
54 C 1.9535 5.1285 -0.0403  -0.01
55 C 1.8058 3.8220 -0.4565  -0.21
56 H 3.7207 3.7536 -3.2421  0.11
57 H 3.9294 6.1477 -2.6044  0.13
58 H 2.8340 7.0004 -0.5755  0.13
59 H 1.4710 5.4958 0.8540  0.13
60 S 1.0828 -3.3934 0.5195  0.69
61 C 0.5397 -4.8949 0.0441  -1.08
62 N 1.0399 -6.0422 0.4829  -0.05
63 C 0.6083 -7.2734 -0.1593  -0.20
64 C -0.7450 -6.9708 -0.7989  -0.38
65 S -0.7595 -5.1607 -1.0909  0.94
66 H 1.8049 -6.0403 1.1411  0.15
67 H 0.5256 -8.0689 0.5800  0.13
68 H 1.3366 -7.5745 -0.9182  0.13
69 H -1.5801 -7.2045 -0.1418  0.08
70 H -0.8780 -7.4743 -1.7517  0.08

Atomic forces in eV per Å
0.1 0.1 0.8
0.1 0.0 0.0
0.0 -0.3 -0.4
-0.4 0.5 -0.3
1.2 0.4 0.5
0.4 -0.9 -0.4
0.1 0.1 0.5
-0.4 -0.4 -0.5
0.1 0.0 0.3
-0.2 0.1 0.1
0.2 -0.1 -0.1
-0.2 0.1 0.0
0.5 -0.2 -0.9
0.0 0.0 0.0
0.0 0.0 0.0
0.0 0.0 0.0
0.0 0.0 0.0
0.0 -0.1 0.0
0.0 0.0 0.0
0.0 0.0 0.0
-0.3 0.2 0.0
0.3 -0.3 -0.1
-1.6 -0.1 0.3
-0.8 -0.3 -0.3
0.7 0.5 0.4
0.2 -0.1 0.0
0.2 0.4 0.2
0.0 -0.7 -0.2
0.2 0.3 0.3
0.0 -0.1 -0.2
-0.1 0.1 0.0
0.2 0.0 0.3
-0.1 0.1 -0.3
-0.3 -0.6 -0.3
0.0 0.0 0.0
0.1 0.1 0.0
0.0 0.1 0.3
0.0 0.0 0.0
0.0 0.0 -0.1
-0.2 -0.1 -0.1
0.0 0.1 0.0
-0.1 0.0 -0.1
0.2 -0.2 0.0
-0.1 0.2 0.5
-0.2 1.2 -1.4
0.1 0.3 0.1
-0.1 0.3 1.1
0.6 -0.6 -0.9
-0.3 0.4 0.0
-0.1 0.2 0.2
0.0 0.0 0.1
0.0 -0.1 -0.1
-0.1 0.0 0.1
-0.1 0.1 0.2
0.0 -0.5 0.0
0.0 0.0 0.0
0.1 0.0 0.0
0.1 0.0 0.1
0.0 0.1 0.0
0.0 -0.5 0.1
0.1 -0.1 0.0
-0.1 0.0 0.0
0.0 -0.2 -0.2
-0.2 0.2 0.0
0.2 -0.1 0.0
0.0 0.1 0.0
0.0 0.0 0.0
0.0 0.0 0.1
0.1 -0.1 0.0
0.0 -0.1 0.0

For the energy above the lowest of the compared OMol25 structures with the same formula, charge and spin, the calculation gives 1.6871 eV. The calculation puts the total energy at -124226.6264 eV. The HOMO-LUMO gap comes out at 6.352 eV. The HOMO energy comes out at -0.494 Ha. The value obtained for the LUMO energy is -7.1 eV. The total charge is +2.

***

Record 3
The following is a quantum chemistry calculation of C24H44Cl2N3O6RhSi as an isolated structure, from the OMol25 dataset.

Each line ends with the Löwdin charge.
Geometry (Å):
1 C 3.0703 -2.4364 -2.2095  -0.05
2 C 2.5502 -1.7149 -3.4040  -0.23
3 H 2.8079 -3.4956 -2.2607  0.08
4 H 2.6163 -2.0234 -1.3092  0.01
5 H 4.1600 -2.3696 -2.0994  0.10
6 C 2.6120 -2.2489 -4.6364  -0.11
7 C 3.2203 -3.5699 -4.9446  -0.11
8 H 2.2755 -1.6986 -5.5102  0.09
9 H 2.9165 -4.3817 -4.2663  0.07
10 H 4.3196 -3.5348 -4.8859  0.08
11 H 2.9470 -3.8597 -5.9671  0.07
12 Rh 0.8005 0.3761 2.1301  0.95
13 Cl 1.9919 1.6391 0.6409  0.08
14 C -0.5833 2.9077 1.7411  -0.35
15 O -1.0191 1.7440 1.8204  -0.10
16 N -1.2747 3.9532 1.2413  -0.17
17 C -2.6909 3.7694 1.0029  -0.04
18 C -0.5455 5.0270 0.5750  -0.03
19 H 0.3965 3.1903 2.1178  0.08
20 H -3.1722 3.4630 1.9399  0.10
21 H -2.8662 2.9950 0.2390  0.09
22 H -3.0999 4.7299 0.6831  0.09
23 H 0.3498 5.2795 1.1547  0.10
24 H -1.1889 5.9095 0.5048  0.09
25 H -0.2371 4.7197 -0.4382  0.09
26 H -2.8090 1.8849 5.7358  0.10
27 H -1.0771 1.5882 7.9509  0.10
28 C -2.6587 0.7926 5.7261  -0.03
29 C -1.0538 0.5540 7.5807  -0.05
30 N -1.3099 0.4688 6.1486  -0.18
31 H -2.8331 0.3855 4.7253  0.10
32 C -0.3489 0.1145 5.2741  -0.26
33 O -0.5205 -0.0285 4.0478  -0.10
34 H -0.0810 0.1104 7.7931  0.09
35 H 0.6219 -0.0703 5.7705  0.15
36 H -3.3440 0.3367 6.4540  0.09
37 H -1.8202 -0.0095 8.1257  0.09
38 H 0.1817 -5.0294 3.6598  0.09
39 H 0.0956 -3.5601 0.6255  0.02
40 C -0.8462 -4.9942 3.2568  -0.06
41 C -0.8564 -4.0109 0.9485  -0.07
42 N -1.0439 -3.8416 2.3771  -0.18
43 H -1.5258 -4.9179 4.1216  0.08
44 C -1.5898 -2.6851 2.8447  -0.33
45 O -1.8360 -1.6806 2.1804  -0.04
46 H -1.6671 -3.4809 0.4311  0.09
47 H -1.8350 -2.7466 3.9143  0.13
48 H -1.0375 -5.9196 2.6887  0.09
49 H -0.8634 -5.0897 0.7443  0.09
50 O 0.9273 -0.5192 -2.1323  -0.26
51 C 1.9492 -0.3533 -3.1236  -0.28
52 C 0.5253 -0.1372 -5.2259  -0.08
53 C 1.4562 0.4022 -4.3241  -0.19
54 H 0.2164 -1.1771 -5.1155  0.12
55 C 0.0298 0.6667 -6.2561  -0.08
56 H 2.7689 0.2058 -2.6386  0.15
57 C 1.9894 1.6841 -4.5418  -0.03
58 H -0.7256 0.2619 -6.9334  0.11
59 C 0.5221 1.9588 -6.4671  -0.09
60 C 1.5177 2.4702 -5.6064  -0.08
61 H 2.7974 2.0457 -3.8810  0.12
62 H 0.1730 2.5649 -7.2957  0.09
63 H 1.9458 3.4639 -5.7806  0.10
64 Si -0.6050 0.1437 -1.7978  0.42
65 Cl 1.0348 -1.3118 0.5512  0.26
66 C -1.7665 -0.3249 -3.2241  -0.17
67 C -0.4357 2.0038 -1.9179  -0.16
68 C -1.6348 -0.4948 -0.3603  -0.23
69 H -1.7297 0.4085 -4.0367  0.02
70 H -2.7958 -0.3721 -2.8458  0.02
71 H -1.5222 -1.3184 -3.6215  0.03
72 H -1.1705 -1.4249 -0.0025  -0.07
73 H -2.6703 -0.7405 -0.6108  0.04
74 H -1.6155 0.2099 0.4862  0.00
75 H -0.1864 2.3163 -2.9441  0.03
76 H 0.3653 2.3553 -1.2511  -0.03
77 H -1.3811 2.4924 -1.6394  0.03
78 O 2.8843 0.3257 3.6649  -0.07
79 C 2.4644 1.4834 3.9256  -0.52
80 O 1.3495 1.9259 3.4826  -0.27
81 H 3.0241 2.2445 4.4787  0.13

Atomic forces in eV per Å
-0.1 -0.2 0.5
-0.3 -0.3 -1.3
0.1 0.0 0.1
0.1 -0.1 0.0
-0.1 0.0 -0.2
0.1 0.5 0.7
0.3 -0.7 -0.2
0.0 0.0 0.3
-0.1 0.3 -0.1
-0.2 0.0 -0.1
0.2 -0.1 0.2
-0.7 -1.5 0.2
1.0 1.2 -1.0
-0.2 0.8 -0.4
0.3 0.6 0.4
0.1 -0.9 0.4
-0.2 -0.2 -0.4
0.1 0.1 0.0
0.2 -0.2 -0.3
0.1 0.0 -0.3
-0.1 0.3 0.2
-0.1 -0.2 0.0
-0.2 -0.1 -0.1
0.2 -0.2 0.1
-0.1 0.1 0.3
0.0 -0.4 -0.1
0.0 -0.2 -0.2
-0.1 0.0 0.0
0.1 -0.1 -0.1
0.3 -0.1 -0.1
0.0 0.2 0.2
-0.2 -0.2 -0.8
0.1 0.2 1.6
0.0 0.1 0.1
-0.1 0.0 -0.3
0.0 0.1 -0.3
0.2 0.0 -0.1
-0.3 -0.1 -0.3
-0.4 -0.4 0.0
0.2 0.3 0.2
0.3 0.1 -0.1
-0.5 0.2 0.5
0.2 -0.2 -0.4
-0.1 0.3 -0.7
0.2 -1.4 0.8
0.2 -0.3 0.0
0.1 0.0 0.2
0.0 0.4 0.4
-0.1 0.4 -0.2
-1.0 0.0 0.3
0.0 -0.2 0.5
0.2 0.7 0.1
0.5 0.4 -0.4
-0.2 0.5 0.0
0.2 -0.1 -0.2
-0.3 0.2 -0.1
-0.3 0.0 -0.4
0.2 0.1 0.2
0.6 0.0 0.9
-0.1 -0.4 -0.1
-0.6 -0.1 -0.4
-0.1 -0.1 0.1
-0.2 -0.4 0.1
-0.2 -0.1 -1.9
0.8 -0.1 1.7
-0.1 0.0 -0.1
0.1 0.4 0.3
0.9 -0.2 0.4
0.0 -0.2 0.0
0.2 0.1 -0.1
-0.1 0.2 0.0
-0.6 0.5 -0.1
0.1 0.4 -0.3
-0.1 -0.5 -0.3
-0.1 -0.2 0.3
-0.3 0.0 -0.2
0.1 -0.1 0.0
-0.9 1.5 0.3
0.0 -0.8 -0.9
0.4 0.1 0.9
0.4 -0.4 0.3

For the energy above the lowest of the compared OMol25 structures with the same formula, charge and spin, the calculation gives 0.0628 eV. The calculation puts the total energy at -78287.1055 eV. The HOMO-LUMO gap (alpha / beta) comes out at 8.537 / 6.266 eV. The HOMO energy (alpha / beta) comes out at -0.300 / -0.307 Ha. The value obtained for the LUMO energy (alpha / beta) is 0.4 / -2.1 eV. The expectation value of S² is 6.01. As for the spin multiplicity: 5.

***

Record 4
The following is a quantum chemistry calculation of a 3-piece molecular cluster, C16H39N2O3 overall, from the OMol25 dataset.

Each line ends with the Löwdin charge.
Geometry (Å):
1 C 0.0617 -2.6558 -1.7835  -0.08
2 C -1.3990 -2.2833 -1.5080  -0.21
3 C -1.9581 -1.2070 -2.4497  -0.18
4 O -2.8831 -1.6954 -3.4316  -0.09
5 C -4.0952 -2.1845 -2.9352  -0.37
6 C -4.2263 -3.6359 -3.3750  -0.04
7 N -5.4845 -4.2204 -2.7912  0.08
8 C -6.7373 -3.4698 -3.2029  -0.06
9 C -6.6189 -1.9585 -3.0368  -0.37
10 N -6.9645 -1.5913 -1.6657  0.06
11 C -5.2680 -1.3978 -3.5012  -0.07
12 H 0.7408 -2.0604 -1.1713  0.07
13 H 0.2619 -3.7046 -1.5637  0.07
14 H 0.3188 -2.4861 -2.8318  0.08
15 H -1.4946 -1.9311 -0.4801  0.10
16 H -2.0278 -3.1769 -1.5714  0.09
17 H -2.4393 -0.3964 -1.8894  0.12
18 H -1.1557 -0.7627 -3.0357  0.12
19 H -4.1243 -2.1406 -1.8351  0.16
20 H -4.3375 -3.6877 -4.4595  0.15
21 H -3.3801 -4.2497 -3.0736  0.14
22 H -5.4122 -4.2453 -1.7723  0.18
23 H -5.5705 -5.1914 -3.0937  0.18
24 H -6.9404 -3.7605 -4.2325  0.14
25 H -7.5464 -3.8428 -2.5744  0.14
26 H -7.3893 -1.5559 -3.7024  0.15
27 H -6.4640 -0.7742 -1.3388  0.09
28 H -6.8385 -2.3214 -0.9772  0.07
29 H -5.1988 -0.3543 -3.1890  0.14
30 H -5.1976 -1.4035 -4.5928  0.14
31 C 0.1846 1.2916 -0.8070  -0.08
32 C 0.2445 0.6232 0.5570  -0.28
33 O 1.4461 -0.0806 0.7942  -0.17
34 C 2.6300 0.7115 0.8130  -0.27
35 C 2.6393 1.7802 1.8891  -0.07
36 H 0.4616 0.5776 -1.5851  0.07
37 H -0.8282 1.6501 -1.0014  0.07
38 H 0.8506 2.1506 -0.8838  0.07
39 H -0.5327 -0.1396 0.6314  0.10
40 H 0.0456 1.3535 1.3488  0.11
41 H 2.8040 1.1585 -0.1727  0.11
42 H 3.4320 -0.0049 0.9870  0.12
43 H 1.9151 2.5723 1.6927  0.07
44 H 3.6245 2.2437 1.9435  0.07
45 H 2.4179 1.3444 2.8637  0.09
46 C 7.9734 2.8967 3.6988  -0.08
47 C 6.5804 3.3644 3.3144  -0.29
48 O 5.5813 3.0715 4.2765  -0.17
49 C 5.7669 3.6673 5.5513  -0.28
50 C 5.7729 5.1859 5.5290  -0.08
51 H 7.9583 1.8413 3.9741  0.08
52 H 8.6497 3.0241 2.8526  0.08
53 H 8.3837 3.4645 4.5344  0.07
54 H 6.2527 2.8452 2.4125  0.11
55 H 6.5908 4.4356 3.0825  0.11
56 H 6.6827 3.2916 6.0211  0.11
57 H 4.9290 3.3055 6.1472  0.12
58 H 6.6547 5.5893 5.0302  0.07
59 H 5.7720 5.5668 6.5510  0.08
60 H 4.8851 5.5633 5.0196  0.08

Atomic forces in eV per Å
0.1 0.0 -0.1
0.0 0.0 0.0
0.0 0.1 0.1
0.1 -0.2 -0.1
0.0 0.1 0.1
0.0 0.0 -0.1
0.0 0.0 0.0
-0.1 -0.1 0.0
-0.1 0.0 0.0
0.2 -0.1 0.2
0.0 0.0 0.0
0.0 0.0 -0.1
0.0 0.0 0.1
0.0 -0.1 0.0
0.0 -0.1 0.0
0.0 0.0 0.0
0.0 -0.1 0.0
0.0 0.0 0.0
0.1 0.0 0.0
0.1 0.0 0.0
0.0 0.0 0.1
0.1 0.1 0.0
0.0 0.0 0.1
0.1 0.1 0.0
0.0 0.0 -0.1
0.0 0.0 0.1
-0.1 0.0 -0.1
0.0 0.0 0.0
0.0 0.0 0.0
0.0 0.0 0.0
0.0 0.0 0.0
0.0 0.0 0.0
0.0 0.0 0.0
0.0 0.0 0.0
0.0 0.0 0.0
0.0 0.0 0.0
0.0 0.0 0.0
0.0 0.0 0.0
-0.1 0.0 0.0
0.0 0.0 0.0
0.0 0.0 0.0
0.0 0.0 0.0
0.0 0.0 0.0
0.0 0.0 0.0
0.0 0.0 0.0
0.0 0.0 0.0
0.0 0.0 0.0
0.0 0.0 0.0
0.0 0.0 0.0
0.0 0.0 0.0
0.0 0.0 0.0
0.0 0.0 0.0
0.0 0.0 0.0
0.0 0.0 0.0
0.0 0.0 0.0
0.0 0.0 0.0
0.0 0.0 0.0
0.0 0.0 0.0
0.0 0.0 0.0
0.0 0.0 0.0

For the energy above the lowest of the compared OMol25 structures with the same formula, charge and spin, the calculation gives 0.0000 eV. The calculation puts the total energy at -26339.6744 eV. The HOMO-LUMO gap comes out at 7.461 eV. The HOMO energy comes out at -0.397 Ha. The value obtained for the LUMO energy is -3.3 eV. The total charge is +1.

***

Listing M for the structures above in their given order: 481.09 727.77 672.53 307.50 g mol⁻¹.